Arrangement P

A gas-phase ion, C4H8N3S (charge +1), computed with the ωB97M-V functional and the def2-TZVPD basis.

Computed properties:
2S+1: 1
Total charge: +1
SMILES: CSn1nc[nH+]c1C
LUMO level (eV): -3.15
E_HOMO (hartree): -0.4897
Kohn-Sham gap (eV): 10.2

CARTESIAN COORDINATES (ANGSTROEM)
C  -2.15  0.94  1.65
S  -1.71  0.47  -0.03
N  -0.06  0.05  0.31
N  0.58  0.23  1.49
C  1.81  -0.13  1.29
N  2.03  -0.50  0.02
C  0.81  -0.36  -0.61
C  0.39  -0.86  -2.17
H  -1.65  1.78  2.09
H  -1.97  -0.01  2.21
H  -3.13  1.12  1.80
H  2.49  0.12  2.08
H  2.93  -0.80  -0.49
H  -0.25  -1.69  -1.90
H  1.37  -1.11  -2.52
H  0.09  0.06  -2.58

---

Arrangement Q

2 unconnected molecules or ions with the total composition C4H8N3S, computed with the ωB97M-V functional and the def2-TZVPD basis.

Computed properties:
2S+1: 1
Total charge: +1
LUMO level (spin up / spin down) (eV): -5.01 / -5.01
E_HOMO (spin up / spin down) (hartree): -0.4510 / -0.4506
Kohn-Sham gap (spin up / spin down) (eV): 7.3 / 7.3

CARTESIAN COORDINATES (ANGSTROEM)
C  1.39  -1.92  0.44
C  1.67  -0.64  -1.55
C  -0.39  -0.74  -0.35
C  -1.91  1.78  1.25
N  0.15  -1.65  0.56
N  2.27  -1.33  -0.52
N  0.37  -0.36  -1.49
S  -0.24  1.63  0.42
H  1.82  -2.59  1.26
H  2.15  -0.34  -2.47
H  -1.46  -0.88  -0.32
H  -2.22  0.65  1.30
H  -2.39  2.37  0.58
H  -1.89  2.35  2.15
H  3.31  -1.52  -0.58
H  -0.07  0.31  -2.21

---

It is arrangement P that is most stable; the runner-up trails by 32.4 kcal/mol.

---

Arrangement P

A gas-phase ion, C5H10NO (charge +1), computed with the ωB97M-V functional and the def2-TZVPD basis.

Computed properties:
2S+1: 1
Total charge: +1
SMILES: [NH3+]/C=C\CCC=O
LUMO level (eV): -3.89
E_HOMO (hartree): -0.4868
Kohn-Sham gap (eV): 9.4

CARTESIAN COORDINATES (ANGSTROEM)
N  0.81  -1.14  1.97
C  1.07  0.17  1.55
C  0.20  0.70  0.65
C  -0.93  0.09  -0.10
C  -1.06  0.59  -1.54
C  0.14  0.42  -2.44
O  1.23  0.86  -2.09
H  1.54  -1.83  1.90
H  0.73  -1.33  2.96
H  -0.06  -1.54  1.58
H  1.84  0.82  2.09
H  0.35  1.71  0.25
H  -0.74  -0.97  -0.33
H  -1.92  0.12  0.43
H  -1.94  0.05  -2.02
H  -1.35  1.70  -1.58
H  0.08  -0.42  -3.29

---

Arrangement Q

A gas-phase ion, C5H10NO (charge +1), computed with the ωB97M-V functional and the def2-TZVPD basis.

Computed properties:
2S+1: 1
Total charge: +1
SMILES: CC#C[C@](C)([NH3+])O
LUMO level (eV): -3.56
E_HOMO (hartree): -0.5175
Kohn-Sham gap (eV): 10.5

CARTESIAN COORDINATES (ANGSTROEM)
C  -2.90  -0.97  -1.27
C  -1.63  -0.42  -0.81
C  -0.69  -0.23  -0.11
C  0.82  0.05  0.60
C  0.79  1.39  1.29
N  1.89  0.22  -0.50
O  1.37  -1.07  1.25
H  -3.57  -0.63  -0.38
H  -2.70  -2.00  -1.30
H  -3.32  -0.60  -2.32
H  1.71  1.55  1.88
H  0.77  2.23  0.49
H  -0.22  1.48  1.91
H  1.81  0.87  -1.34
H  2.31  -0.73  -0.78
H  2.77  0.54  -0.14
H  0.79  -1.70  1.53

---

It is arrangement P that is most stable; the runner-up trails by 29.6 kcal/mol.

---

Arrangement P

A gas-phase ion, C5H10NO (charge +1), computed with the ωB97M-V functional and the def2-TZVPD basis.

Computed properties:
2S+1: 1
Total charge: +1
SMILES: C=[NH+]CCCC=O
LUMO level (eV): -4.85
E_HOMO (hartree): -0.5117
Kohn-Sham gap (eV): 9.1

CARTESIAN COORDINATES (ANGSTROEM)
C  2.23  -1.52  0.52
N  1.41  -0.64  0.10
C  0.88  0.61  0.78
C  -0.53  0.50  1.27
C  -1.67  0.19  0.23
C  -1.67  0.53  -1.27
O  -0.62  0.43  -1.85
H  2.54  -2.40  -0.16
H  2.48  -1.51  1.56
H  0.98  -0.66  -0.87
H  0.72  1.31  -0.11
H  1.52  0.79  1.58
H  -0.74  1.41  1.91
H  -0.75  -0.11  2.13
H  -2.61  0.62  0.62
H  -1.86  -0.89  0.12
H  -2.62  0.65  -1.77

---

Arrangement Q

2 unconnected molecules or ions with the total composition C5H10NO, computed with the ωB97M-V functional and the def2-TZVPD basis.

Computed properties:
2S+1: 1
Total charge: +1
LUMO level (eV): -9.50
E_HOMO (hartree): -0.4905
Kohn-Sham gap (eV): 3.8

CARTESIAN COORDINATES (ANGSTROEM)
O  0.07  2.48  1.52
C  -0.21  1.38  1.19
C  -1.31  1.00  0.17
C  -0.95  -0.50  -0.28
C  0.40  -0.99  -0.60
C  0.93  -2.11  0.01
N  0.86  -0.57  -1.83
H  0.17  0.43  1.67
H  -1.35  1.65  -0.70
H  -2.25  0.88  0.70
H  -1.58  -1.12  0.38
H  -1.66  -0.58  -1.12
H  1.82  -2.66  -0.34
H  0.44  -2.59  0.85
H  2.00  -4.32  0.28
H  1.51  0.20  -1.93
H  1.10  -1.26  -2.53

---

Arrangement R

A gas-phase ion, C5H10NO (charge +1), computed with the ωB97M-V functional and the def2-TZVPD basis.

Computed properties:
2S+1: 1
Total charge: +1
SMILES: C=CC[C@@H]([NH3+])C=O
LUMO level (eV): -3.88
E_HOMO (hartree): -0.5372
Kohn-Sham gap (eV): 10.7

CARTESIAN COORDINATES (ANGSTROEM)
C  -0.94  -1.89  -0.64
C  -1.11  -0.99  0.31
C  -1.07  0.50  0.01
C  0.33  1.13  0.12
N  1.13  0.33  1.15
C  1.11  0.94  -1.17
O  2.27  0.63  -1.13
H  -0.86  -1.62  -1.69
H  -0.98  -2.96  -0.49
H  -1.33  -1.30  1.32
H  -1.76  1.04  0.64
H  -1.46  0.58  -1.00
H  0.30  2.14  0.54
H  1.10  -0.65  0.86
H  2.05  0.74  1.30
H  0.59  0.38  2.01
H  0.63  0.99  -2.14

---

It is arrangement R that is most stable; the runner-up trails by 14.2 kcal/mol.

---

Arrangement P

A gas-phase ion, C5H10NO (charge +1), computed with the ωB97M-V functional and the def2-TZVPD basis.

Computed properties:
2S+1: 1
Total charge: +1
SMILES: O=C[C@@H]1CCC[NH2+]1
LUMO level (eV): -3.61
E_HOMO (hartree): -0.5605
Kohn-Sham gap (eV): 11.6

CARTESIAN COORDINATES (ANGSTROEM)
O  1.43  -2.18  0.49
C  0.49  -1.72  1.12
C  0.20  -0.27  0.98
C  -1.19  -0.13  0.38
C  -1.11  0.81  -0.88
C  0.44  0.94  -1.14
N  1.24  0.35  -0.03
H  -0.22  -2.39  1.60
H  0.24  0.30  1.90
H  -1.52  -1.05  -0.10
H  -1.89  0.14  1.17
H  -1.68  0.32  -1.64
H  -1.39  1.84  -0.62
H  0.61  1.99  -1.18
H  0.75  0.53  -2.11
H  1.89  1.05  0.33
H  1.71  -0.55  -0.25

---

Arrangement Q

2 unconnected molecules or ions with the total composition C5H10NO, computed with the ωB97M-V functional and the def2-TZVPD basis.

Computed properties:
2S+1: 1
Total charge: +1
LUMO level (spin up / spin down) (eV): -6.60 / -3.47
E_HOMO (spin up / spin down) (hartree): -0.4480 / -0.5602
Kohn-Sham gap (spin up / spin down) (eV): 5.6 / 11.8

CARTESIAN COORDINATES (ANGSTROEM)
C  1.99  -0.46  -0.25
C  -0.18  -0.66  0.69
C  1.43  0.40  -1.39
C  0.03  0.78  0.44
C  -3.41  -0.27  0.15
N  1.15  -0.15  0.92
O  0.36  1.17  -0.85
H  1.84  -1.49  -0.49
H  3.07  -0.19  0.02
H  -0.74  -1.01  1.53
H  -0.34  -1.25  -0.15
H  2.06  1.10  -1.94
H  1.14  -0.42  -2.04
H  -3.57  -0.85  -0.73
H  -2.45  -0.26  0.74
H  -4.01  0.61  0.29
H  1.54  0.04  1.89

---

It is arrangement P that is most stable; the runner-up trails by 144.5 kcal/mol.

---

Arrangement P

2 unconnected molecules or ions with the total composition C5H10NO, computed with the ωB97M-V functional and the def2-TZVPD basis.

Computed properties:
2S+1: 1
Total charge: +1
LUMO level (eV): -3.95
E_HOMO (hartree): -0.5114
Kohn-Sham gap (eV): 10.0

CARTESIAN COORDINATES (ANGSTROEM)
C  -0.59  -1.11  1.02
C  -3.42  0.69  -0.43
C  3.59  0.31  -0.21
C  -1.96  0.58  -0.22
C  2.32  -0.50  -0.18
N  -1.35  -0.34  0.40
O  1.52  -0.45  0.73
H  -0.63  -0.98  2.13
H  -3.67  0.89  -1.50
H  -3.97  -0.28  -0.28
H  -3.84  1.62  -0.06
H  3.34  1.07  0.58
H  3.85  0.68  -1.19
H  4.31  -0.44  0.28
H  -1.45  1.53  -0.47
H  2.12  -1.18  -1.18
H  -0.15  -2.08  0.57

---

Arrangement Q

A gas-phase ion, C5H10NO (charge +1), computed with the ωB97M-V functional and the def2-TZVPD basis.

Computed properties:
2S+1: 1
Total charge: +1
SMILES: C[C@H]1CC(=[NH2+])[C@@H]1O
LUMO level (eV): -4.84
E_HOMO (hartree): -0.5437
Kohn-Sham gap (eV): 10.0

CARTESIAN COORDINATES (ANGSTROEM)
C  -1.99  -0.29  0.35
C  -0.68  -0.21  -0.48
C  0.17  1.13  -0.22
C  1.36  0.33  0.10
N  2.64  0.54  0.12
C  0.54  -0.90  0.24
O  1.05  -2.13  -0.20
H  -1.85  0.38  1.12
H  -2.16  -1.36  0.64
H  -2.90  -0.05  -0.16
H  -0.53  -0.52  -1.54
H  0.31  1.79  -1.03
H  -0.32  1.62  0.57
H  3.02  1.45  0.38
H  3.31  -0.24  0.28
H  0.24  -0.83  1.36
H  0.44  -2.83  0.07

---

Arrangement R

A gas-phase ion, C5H10NO (charge +1), computed with the ωB97M-V functional and the def2-TZVPD basis.

Computed properties:
2S+1: 1
Total charge: +1
LUMO level (spin up / spin down) (eV): -4.35 / -4.34
E_HOMO (spin up / spin down) (hartree): -0.4680 / -0.4681
Kohn-Sham gap (spin up / spin down) (eV): 8.4 / 8.4

CARTESIAN COORDINATES (ANGSTROEM)
C  0.12  0.79  1.63
C  0.48  0.86  -0.96
C  0.99  -1.04  0.18
C  0.40  1.90  -1.93
C  -1.44  -1.19  0.84
N  -0.07  -0.62  1.11
O  0.86  -0.34  -1.06
H  -0.94  1.21  1.98
H  1.86  -0.90  0.68
H  0.86  -2.12  -0.27
H  0.10  1.51  -2.89
H  1.46  2.14  -2.10
H  -0.03  2.85  -1.69
H  -2.08  -0.65  1.66
H  -1.56  -1.03  -0.19
H  -1.34  -2.31  0.95
H  0.33  -1.06  2.07

---

It is arrangement Q that is most stable; the runner-up trails by 24.1 kcal/mol.

---

Arrangement P

7 unconnected molecules or ions with the total composition C40H38F6O2S, computed with the ωB97M-V functional and the def2-TZVPD basis.

Computed properties:
2S+1: 1
SMILES: O=S1(=O)CCCC1.Fc1ccccc1.Fc1ccccc1.Fc1ccccc1.Fc1ccccc1.Fc1ccccc1.Fc1ccccc1
LUMO level (eV): 0.45
E_HOMO (hartree): -0.3255
Kohn-Sham gap (eV): 9.3

CARTESIAN COORDINATES (ANGSTROEM)
O  18.33  32.09  32.65
S  18.84  33.05  31.72
O  17.91  33.92  30.97
C  20.14  34.00  32.42
C  21.01  34.34  31.17
C  21.23  33.01  30.54
C  19.88  32.30  30.51
H  20.74  33.24  33.06
H  19.61  34.77  33.12
H  20.48  35.11  30.55
H  21.93  34.80  31.50
H  21.75  32.39  31.28
H  21.56  32.85  29.68
H  20.19  31.26  30.57
H  19.41  32.43  29.45
F  14.86  40.41  28.80
C  15.58  39.82  27.73
C  15.12  39.71  26.45
C  15.80  39.05  25.44
C  16.98  38.45  25.67
C  17.56  38.50  27.00
C  16.91  39.25  27.99
H  14.08  39.92  26.13
H  15.22  38.95  24.36
H  17.62  37.96  24.95
H  18.74  37.90  27.16
H  17.39  39.45  28.99
F  16.00  29.43  25.36
C  17.05  29.52  24.50
C  17.04  30.50  23.52
C  18.09  30.69  22.60
C  19.15  29.76  22.71
C  19.16  28.70  23.54
C  18.08  28.60  24.50
H  16.32  31.13  23.36
H  17.92  31.50  22.05
H  20.05  29.96  22.07
H  19.96  27.99  23.54
H  18.13  27.65  25.07
F  22.67  29.57  27.60
C  22.69  30.23  26.41
C  23.26  31.43  26.47
C  23.36  32.20  25.32
C  23.10  31.67  24.06
C  22.54  30.40  24.03
C  22.29  29.66  25.21
H  23.59  31.84  27.54
H  23.86  33.00  25.44
H  23.03  32.26  23.08
H  22.26  29.98  23.06
H  21.96  28.56  25.33
F  9.87  36.52  28.80
C  11.20  36.30  28.65
C  11.49  35.26  27.76
C  12.77  34.73  27.57
C  13.82  35.58  28.01
C  13.47  36.84  28.72
C  12.17  37.13  28.97
H  10.57  34.54  27.55
H  12.92  33.76  26.93
H  14.83  35.32  27.98
H  14.37  37.32  29.13
H  11.97  38.13  29.30
F  19.61  35.77  26.98
C  19.35  34.44  26.96
C  18.07  34.00  27.58
C  17.69  32.65  27.55
C  18.52  31.74  27.00
C  19.68  32.12  26.23
C  20.03  33.46  26.14
H  17.49  34.51  28.15
H  16.80  32.23  28.05
H  18.26  30.58  26.89
H  20.20  31.44  25.70
H  20.98  33.78  25.73
F  16.77  28.51  27.98
C  16.65  27.40  28.78
C  16.44  26.11  28.12
C  16.49  24.90  28.83
C  16.84  24.96  30.15
C  17.14  26.15  30.78
C  17.07  27.39  30.09
H  16.21  26.10  26.99
H  16.43  23.92  28.16
H  16.86  23.99  30.75
H  17.34  26.18  31.89
H  17.07  28.26  30.73

---

Arrangement Q

7 unconnected molecules or ions with the total composition C40H38F6O2S, computed with the ωB97M-V functional and the def2-TZVPD basis.

Computed properties:
2S+1: 1
SMILES: O=S1(=O)CCCC1.Fc1ccccc1.Fc1ccccc1.Fc1ccccc1.Fc1ccccc1.Fc1ccccc1.Fc1ccccc1
LUMO level (eV): 0.51
E_HOMO (hartree): -0.3095
Kohn-Sham gap (eV): 8.9

CARTESIAN COORDINATES (ANGSTROEM)
O  5.29  -32.74  22.97
S  5.97  -33.55  21.97
O  5.48  -33.81  20.68
C  7.62  -32.85  21.78
C  8.49  -34.14  21.45
C  7.70  -35.31  21.89
C  6.61  -35.01  22.66
H  7.74  -32.37  22.65
H  7.65  -32.31  21.04
H  8.74  -34.26  20.44
H  9.44  -34.18  21.92
H  8.36  -36.26  22.12
H  7.34  -35.96  20.89
H  6.81  -34.77  23.66
H  5.87  -35.60  22.64
F  5.25  -30.99  18.49
C  6.44  -30.68  17.91
C  7.50  -31.55  18.17
C  8.75  -31.27  17.54
C  8.96  -30.09  16.91
C  7.93  -29.18  16.72
C  6.55  -29.49  17.10
H  7.35  -32.50  18.64
H  9.58  -32.14  17.77
H  10.18  -29.81  16.81
H  8.00  -28.30  16.08
H  5.81  -28.74  16.95
F  2.41  -30.74  20.93
C  2.67  -29.52  20.75
C  4.08  -29.16  20.84
C  4.43  -27.93  20.61
C  3.56  -26.89  20.25
C  2.22  -27.13  20.11
C  1.72  -28.47  20.34
H  4.69  -30.02  21.08
H  5.45  -27.83  20.79
H  4.00  -25.91  20.03
H  1.55  -26.33  19.69
H  0.65  -28.81  20.31
F  11.70  -33.46  16.74
C  10.89  -34.40  17.20
C  9.64  -34.78  16.67
C  8.86  -35.73  17.21
C  9.26  -36.35  18.41
C  10.42  -35.88  19.12
C  11.23  -35.07  18.47
H  9.39  -34.35  15.56
H  8.10  -36.14  16.64
H  8.32  -37.09  18.68
H  10.89  -36.43  19.84
H  12.26  -34.71  18.87
F  9.56  -30.21  20.91
C  9.74  -28.88  20.99
C  9.24  -28.04  20.00
C  9.27  -26.72  19.97
C  9.84  -26.08  21.08
C  10.43  -26.79  22.18
C  10.34  -28.18  22.16
H  8.70  -28.66  19.27
H  8.65  -26.05  19.30
H  9.55  -24.99  21.12
H  10.95  -26.18  23.07
H  10.60  -28.90  22.94
F  5.95  -27.06  14.94
C  6.71  -26.53  13.97
C  6.25  -25.27  13.33
C  7.00  -24.64  12.32
C  8.04  -25.27  11.82
C  8.51  -26.50  12.37
C  7.81  -27.10  13.41
H  5.26  -24.64  13.64
H  6.73  -23.67  11.99
H  8.44  -24.64  11.04
H  9.29  -26.98  11.55
H  8.14  -28.15  13.82
F  12.05  -27.97  13.42
C  11.33  -29.12  13.02
C  11.05  -29.24  11.73
C  10.50  -30.49  11.16
C  10.25  -31.60  12.04
C  10.65  -31.40  13.38
C  11.14  -30.19  13.89
H  11.18  -28.43  10.99
H  10.23  -30.46  10.11
H  9.87  -32.48  11.78
H  10.37  -32.13  14.13
H  11.44  -30.13  15.02

---

It is arrangement P that is most stable; the runner-up trails by 42.8 kcal/mol.